{"formula": "C4H4Cl12", "method": "ωB97M-V with the def2-TZVPD basis set", "symbols": ["C", "Cl", "Cl", "Cl", "H", "C", "Cl", "Cl", "Cl", "H", "C", "Cl", "Cl", "Cl", "H", "C", "Cl", "Cl", "Cl", "H"], "xyz": [[-0.6230, 2.8505, -1.7704], [-2.1892, 2.8392, -2.5333], [0.4294, 1.6633, -2.4409], [-0.8590, 2.5092, 0.0021], [-0.2580, 3.8931, -1.8559], [0.1752, -0.9994, 0.0900], [-1.3618, -1.2162, 1.0174], [0.4837, -2.2629, -1.0823], [1.6172, -0.8028, 1.1052], [-0.0463, -0.0021, -0.3607], [-2.1554, -4.7438, 0.9533], [-0.7939, -5.7027, 0.3238], [-3.1497, -5.7031, 2.1109], [-3.2211, -4.1999, -0.3653], [-1.7471, -3.9460, 1.5984], [2.6917, 3.0592, 0.6371], [4.0877, 2.0411, 0.7038], [2.8595, 4.3736, -0.5485], [2.2666, 3.8068, 2.1681], [1.7934, 2.5430, 0.2471]], "forces_ev_per_angstrom": [[-0.6, 1.0, 1.1], [-0.4, -0.1, -0.4], [0.6, -0.2, -0.4], [0.2, 0.3, -0.5], [0.2, -0.9, 0.1], [-0.5, 1.4, 0.0], [0.7, -0.4, -0.1], [-0.4, 0.2, 0.0], [-0.5, 0.0, 0.1], [0.7, -1.2, -0.1], [-0.2, -0.4, 0.7], [-0.4, 0.3, 0.2], [0.3, 0.1, -0.3], [0.6, 0.1, 0.5], [-0.3, -0.1, -1.0], [-1.4, 0.5, -0.8], [0.2, -0.2, 0.1], [0.4, 0.1, -0.4], [0.1, -0.3, 0.4], [0.8, -0.2, 0.6]], "lowdin_charge": [-1.53, 0.56, 0.60, 0.52, 0.03, -1.54, 0.51, 0.54, 0.52, -0.08, -1.52, 0.50, 0.48, 0.50, -0.02, -1.61, 0.56, 0.50, 0.53, -0.06], "smiles": "ClC(Cl)Cl.ClC(Cl)Cl.ClC(Cl)Cl.ClC(Cl)Cl", "homo_lumo_gap_ev": 11.3, "mol_weight_g_mol": 477.5, "e_homo_ev": -11.03, "e_lumo_ev": 0.26, "multiplicity": 1, "energy_ha": -5677.088448}

***

{"formula": "C4H4Cl12", "method": "ωB97M-V with the def2-TZVPD basis set", "symbols": ["C", "Cl", "Cl", "Cl", "H", "C", "Cl", "Cl", "Cl", "H", "C", "Cl", "Cl", "Cl", "H", "C", "Cl", "Cl", "Cl", "H"], "xyz": [[-1.9846, -4.0434, 7.7360], [-1.0306, -3.6436, 6.2974], [-1.5270, -2.9245, 9.0700], [-1.7136, -5.7126, 8.2624], [-3.0378, -3.8730, 7.5129], [0.4253, -1.9975, -0.7928], [-1.0610, -1.4204, -1.5738], [1.8466, -1.0886, -1.3825], [0.6249, -3.7500, -0.9512], [0.2903, -1.7413, 0.2580], [-6.1798, 3.4099, -3.9266], [-5.7463, 4.3190, -2.4338], [-5.4201, 4.1042, -5.3825], [-8.0011, 3.4378, -4.1004], [-5.8332, 2.3790, -3.8552], [7.6128, 2.4258, -2.9853], [6.8083, 3.9264, -3.5762], [7.5870, 2.3216, -1.1703], [9.2514, 2.3071, -3.6076], [7.0886, 1.5641, -3.3987]], "forces_ev_per_angstrom": [[0.4, 0.4, 0.5], [-0.2, -0.2, 0.1], [-0.3, -0.3, -0.4], [-0.2, 0.3, -0.3], [0.3, -0.2, 0.1], [-0.1, 0.4, 0.2], [0.2, -0.2, -0.1], [-0.4, -0.4, 0.1], [0.0, 0.5, 0.0], [0.3, -0.3, -0.2], [-0.7, 0.6, 0.0], [-0.1, -0.6, -0.8], [-0.2, -0.1, 0.6], [1.3, -0.2, 0.1], [-0.3, 0.3, 0.2], [-0.2, 0.2, 0.3], [0.4, -0.8, 0.4], [0.0, 0.1, -1.2], [0.1, 0.1, 0.1], [-0.2, 0.3, 0.3]], "lowdin_charge": [-1.52, 0.51, 0.48, 0.51, 0.02, -1.54, 0.51, 0.50, 0.52, 0.01, -1.46, 0.49, 0.50, 0.46, 0.01, -1.50, 0.49, 0.48, 0.52, 0.01], "smiles": "ClC(Cl)Cl.ClC(Cl)Cl.ClC(Cl)Cl.ClC(Cl)Cl", "homo_lumo_gap_ev": 11.5, "mol_weight_g_mol": 477.5, "e_homo_ev": -11.23, "e_lumo_ev": 0.32, "multiplicity": 1, "energy_ha": -5677.080265}

***

{"formula": "C4H4Cl2", "method": "ωB97M-V with the def2-TZVPD basis set", "symbols": ["C", "C", "C", "C", "Cl", "Cl", "H", "H", "H", "H"], "xyz": [[-1.2376, 0.2267, -0.6176], [-0.0764, -0.0357, -1.1702], [-0.2157, -0.0481, 1.2044], [0.7718, -0.1000, 0.0047], [1.8260, 1.3484, 0.1037], [1.8881, -1.4860, -0.1186], [-2.3455, 0.4078, -0.7399], [0.4044, -0.2774, -2.1471], [-0.2302, 0.8109, 1.7800], [-0.7849, -0.8466, 1.7005]], "forces_ev_per_angstrom": [[-0.9, 0.0, 3.4], [0.4, -0.5, -1.1], [-3.0, -0.6, -4.6], [1.2, -0.3, 1.6], [0.2, 0.4, 0.0], [0.1, -0.6, 0.4], [1.7, -0.3, -0.3], [-1.1, 0.6, 0.5], [0.4, 1.7, 0.9], [1.0, -0.3, -0.7]], "lowdin_charge": [0.10, -0.29, -0.01, -1.28, 0.59, 0.58, 0.09, 0.12, 0.02, 0.08], "homo_lumo_gap_ev": 10.1, "mol_weight_g_mol": 123.0, "e_homo_ev": -9.54, "e_lumo_ev": 0.54, "multiplicity": 1, "energy_ha": -1075.054940}

***

{"formula": "C4H4Cl2", "method": "ωB97M-V with the def2-TZVPD basis set", "symbols": ["C", "C", "C", "C", "H", "H", "H", "H", "Cl", "Cl"], "xyz": [[-0.6548, 1.7759, -1.1376], [0.3444, 0.5881, -0.3955], [0.6734, -0.4094, 0.1362], [0.8707, -1.5416, 1.1215], [-0.6565, 3.0880, -0.8286], [-0.7060, 1.4596, -2.2212], [-1.9265, 1.3537, -0.7269], [1.6023, -1.4365, 1.7159], [0.9703, -3.0967, 0.0711], [-0.5171, -1.7811, 2.2652]], "forces_ev_per_angstrom": [[-2.5, -1.4, 2.5], [-3.7, 5.7, -2.9], [0.8, -3.3, 3.3], [-6.4, -0.8, -6.3], [0.7, -4.7, -1.1], [0.4, 1.1, 1.2], [4.2, 1.4, -1.1], [5.8, 0.4, 3.8], [0.3, 1.1, 1.1], [0.3, 0.4, -0.6]], "lowdin_charge": [-0.12, -0.05, -0.19, -0.93, 0.14, 0.02, 0.15, -0.04, 0.48, 0.54], "homo_lumo_gap_ev": 10.9, "mol_weight_g_mol": 123.0, "e_homo_ev": -10.44, "e_lumo_ev": 0.46, "multiplicity": 1, "energy_ha": -1075.001550}

***

{"formula": "C4H4Cl2", "method": "ωB97M-V with the def2-TZVPD basis set", "symbols": ["C", "C", "C", "C", "Cl", "Cl", "H", "H", "H", "H"], "xyz": [[0.2051, -0.0277, -1.1170], [0.4977, 0.2915, 1.1168], [0.7329, -0.8132, 0.0812], [0.5292, 1.0777, -0.1653], [2.2331, -1.5533, -0.0198], [4.1707, 0.8055, 0.0147], [0.8753, -0.1654, -1.9903], [-0.7907, -0.0549, -1.4168], [-0.3697, 0.3538, 1.7368], [1.3197, 0.3953, 1.7812]], "forces_ev_per_angstrom": [[2.2, -0.7, -0.1], [0.2, -0.8, -0.7], [-1.7, 3.0, -0.1], [1.1, -1.3, 0.4], [0.9, 0.0, 0.0], [-0.2, -0.3, 0.0], [-0.5, 0.4, 0.2], [-1.9, -0.4, -0.3], [-1.1, -0.2, 0.0], [1.0, 0.4, 0.6]], "lowdin_charge": [-0.20, -0.20, -0.65, 0.09, 0.69, -0.10, 0.11, 0.08, 0.10, 0.08], "homo_lumo_gap_ev": [8.3, 4.7], "mol_weight_g_mol": 123.0, "e_homo_ev": [-9.15, -8.13], "e_lumo_ev": [-0.89, -3.47], "multiplicity": 1, "energy_ha": -1074.937699}

***

{"formula": "C4H4Cl2CoFeN2O3S", "method": "ωB97M-V with the def2-TZVPD basis set", "symbols": ["Fe", "Co", "Cl", "Cl", "C", "C", "C", "O", "O", "O", "N", "C", "N", "S", "H", "H", "H", "H"], "xyz": [[0.0996, 0.5828, -6.4658], [-0.0867, -0.1873, -0.1389], [-0.0685, 1.0230, -4.4118], [1.0654, 0.1654, -1.8809], [-0.8204, -1.6564, 0.4607], [-0.2822, 1.3124, -8.2073], [0.6331, -0.9742, -7.2493], [-1.4553, -2.4325, 1.0795], [-0.5362, 1.7837, -9.2393], [0.8888, -1.6392, -8.1878], [0.7935, -0.6831, 3.3023], [-0.0023, 0.3861, 3.1019], [-0.5792, 0.9814, 4.1546], [-0.0186, 1.1496, 1.5217], [0.7916, -1.1864, 4.2068], [1.2351, -1.0467, 2.4651], [-1.0671, 1.8716, 3.9874], [-0.5713, 0.5705, 5.0931]], "forces_ev_per_angstrom": [[-0.6, 2.8, 3.5], [2.5, 3.0, -3.1], [-0.3, 0.1, 0.8], [0.1, 0.1, -0.1], [-6.6, -9.3, 5.7], [-2.2, 4.5, -8.4], [3.1, -8.6, -8.2], [4.0, 4.6, -3.9], [1.5, -2.8, 5.7], [-1.5, 3.9, 6.1], [-1.5, 1.0, -1.0], [1.1, -1.1, 3.7], [0.0, 0.2, -2.5], [-0.1, 2.1, 1.3], [0.4, 0.2, -0.7], [0.3, -0.5, 0.8], [0.1, -0.5, 0.6], [0.0, 0.2, -0.2]], "mulliken_spin": [4.03, 2.75, 0.70, 0.42, -0.01, -0.04, 0.00, 0.04, 0.05, 0.06, 0.03, -0.06, 0.07, 0.96, 0.00, 0.00, 0.00, 0.00], "homo_lumo_gap_ev": [9.8, 5.3], "mol_weight_g_mol": 345.8, "total_charge": 4, "e_homo_ev": [-24.31, -24.07], "e_lumo_ev": [-14.55, -18.78], "multiplicity": 10, "energy_ha": -4453.199047}

***

{"formula": "C4H4Cl2F2", "method": "ωB97M-V with the def2-TZVPD basis set", "symbols": ["C", "C", "C", "C", "F", "F", "Cl", "Cl", "H", "H", "H", "H"], "xyz": [[1.2419, -1.8258, -0.2640], [0.5517, -0.7823, -0.6327], [-0.4959, 0.2179, 0.7361], [-0.7684, 1.5422, 0.0373], [-1.5819, 2.3982, 0.8769], [0.3194, 2.2362, -0.2707], [0.4969, 0.4884, 2.1724], [-1.7780, 1.3846, -1.4518], [1.8935, -2.4047, -0.9321], [0.9945, -2.4818, 0.5466], [0.4960, -0.2633, -1.5551], [-1.3698, -0.5095, 0.7371]], "forces_ev_per_angstrom": [[-0.2, -1.7, -0.9], [-1.6, 2.2, 3.3], [1.5, -2.5, -3.6], [-2.3, 1.2, 0.8], [1.6, -1.5, -1.1], [0.0, -0.2, 0.3], [-0.7, -0.5, -0.5], [0.5, -0.3, 0.5], [-0.2, 0.7, -0.3], [0.1, 0.6, 1.2], [0.3, 0.4, -0.6], [1.0, 1.5, 0.8]], "lowdin_charge": [-0.05, -0.06, -0.57, -0.94, -0.06, 0.05, 0.65, 0.70, 0.07, 0.06, 0.04, 0.12], "homo_lumo_gap_ev": 11.1, "mol_weight_g_mol": 161.0, "e_homo_ev": -10.32, "e_lumo_ev": 0.78, "multiplicity": 1, "energy_ha": -1274.837441}

***

{"formula": "C4H4Cl2O", "method": "ωB97M-V with the def2-TZVPD basis set", "symbols": ["C", "C", "C", "C", "O", "Cl", "Cl", "H", "H", "H", "H"], "xyz": [[-1.9056, 0.9804, -2.2624], [-1.4124, 0.5317, -1.2454], [2.1488, 0.1156, 0.9281], [-0.9924, 0.1872, 0.1621], [2.3316, -1.1644, 1.2830], [3.3160, 1.0222, 1.7853], [-1.0158, -1.6782, 0.2051], [-2.2505, 1.0542, -3.2704], [1.5543, -1.7027, 0.8501], [-1.8401, 0.2460, 0.9149], [0.0662, 0.4080, 0.6496]], "forces_ev_per_angstrom": [[0.9, -1.4, 0.9], [0.1, 1.3, 1.1], [0.0, -2.0, 0.6], [-0.4, -1.4, 0.8], [-2.1, 0.3, -1.5], [0.4, 0.3, 0.1], [0.6, -0.2, -0.1], [-0.1, 0.4, 0.2], [1.8, 1.3, 0.9], [1.1, 1.1, -1.1], [-2.2, 0.3, -1.8]], "lowdin_charge": [0.10, -0.21, -0.57, -0.50, -0.14, 0.63, 0.47, 0.03, 0.10, 0.07, 0.03], "homo_lumo_gap_ev": 9.7, "mol_weight_g_mol": 139.0, "e_homo_ev": -9.73, "e_lumo_ev": 0.00, "multiplicity": 1, "energy_ha": -1150.263572}

***

{"formula": "C4H4Cl2O2", "method": "ωB97M-V with the def2-TZVPD basis set", "symbols": ["C", "C", "C", "C", "H", "H", "H", "H", "O", "O", "Cl", "Cl"], "xyz": [[0.0311, -1.2213, 1.4113], [0.4566, -0.5786, 0.0773], [-0.4464, 0.6368, -0.3899], [0.2842, 1.2875, -1.6671], [0.7801, -1.8740, 1.8480], [-0.1541, -0.4094, 2.1282], [-0.9064, -1.7602, 1.3865], [1.2887, 1.6971, -1.4329], [1.3608, -0.8887, -0.6489], [-0.1532, 1.2928, -2.7807], [-0.5213, 1.8204, 0.8856], [-2.0202, -0.0023, -0.8175]], "forces_ev_per_angstrom": [[0.5, 0.8, 0.1], [-0.9, 0.0, 0.2], [1.1, -0.6, -1.2], [-0.2, -0.4, 0.1], [0.3, 0.0, -0.4], [0.2, -0.2, -0.2], [-0.2, -0.1, -0.6], [-0.3, 0.0, 0.2], [-0.1, -0.2, 0.5], [0.0, -0.1, 1.0], [-0.1, 0.7, 0.3], [-0.2, 0.0, -0.1]], "lowdin_charge": [-0.03, -0.48, -1.13, -0.29, 0.08, 0.05, 0.08, 0.13, 0.11, 0.07, 0.70, 0.71], "smiles": "CC(=O)C(Cl)(Cl)C=O", "homo_lumo_gap_ev": 10.6, "mol_weight_g_mol": 155.0, "e_homo_ev": -10.17, "e_lumo_ev": 0.42, "multiplicity": 1, "energy_ha": -1225.658220}

***

{"formula": "C4H4Cl2S2", "method": "ωB97M-V with the def2-TZVPD basis set", "symbols": ["C", "C", "C", "C", "H", "H", "H", "H", "S", "S", "Cl", "Cl"], "xyz": [[0.2882, 0.9326, -0.2046], [1.0101, -0.4664, 0.3068], [-0.1323, -1.1952, -0.3722], [-1.0429, 0.0531, -0.3636], [-1.1699, 2.3763, 0.9999], [0.5497, 1.1057, -1.2052], [0.9970, -0.6089, 1.3452], [0.0723, -1.8014, -1.3373], [0.1621, 2.5531, 0.6079], [-2.5853, 0.1797, -0.3039], [2.6413, -0.6326, -0.1919], [-0.7902, -2.4959, 0.7189]], "forces_ev_per_angstrom": [[-2.0, -1.5, 1.8], [-1.3, 2.8, -1.7], [-0.5, -2.4, -0.5], [3.9, -0.4, -0.1], [1.2, 0.1, -0.3], [0.9, 0.1, -1.5], [-0.4, 0.1, 1.4], [-0.2, 1.7, 1.3], [-1.0, -0.8, 0.4], [-1.6, 0.6, 0.1], [1.0, -0.4, -0.6], [0.1, 0.2, -0.3]], "lowdin_charge": [-0.63, -0.76, -0.69, -0.86, -0.12, 0.07, 0.07, 0.14, 0.72, 0.82, 0.67, 0.58], "smiles": "S=C1[C@@H](S)[C@H](Cl)[C@H]1Cl", "homo_lumo_gap_ev": 8.5, "mol_weight_g_mol": 187.1, "e_homo_ev": -9.41, "e_lumo_ev": -0.90, "multiplicity": 1, "energy_ha": -1871.509827}